Formula: C52H74BaN4O3S2
Source: the Open Molecules 2025 dataset
Level of theory: wB97M-V/def2-TZVPD

Kohn-Sham gap = 6.66 eV
max |F| = 0.0680 Eh/bohr
spin multiplicity = 1
total energy = -89596.1366 eV
energy above the lowest of the compared OMol25 structures with the same formula, charge and spin = 40.3 kcal per mole

Each line ends with the Mulliken charge.
Geometry (Å):
Ba (-0.04, -0.06, -0.42)  2.06
C (2.84, 1.83, -1.28)  -0.99
N (1.99, 0.85, -1.95)  1.20
C (1.36, 1.50, -3.09)  -1.31
C (2.77, -0.30, -2.38)  -1.53
C (1.91, -1.48, -2.84)  -0.94
N (1.08, -2.00, -1.77)  1.38
C (-0.07, -2.78, -2.26)  -0.22
C (-0.72, -2.23, -3.50)  -0.37
C (-0.78, -3.06, -4.60)  -0.62
C (-1.36, -2.66, -5.79)  -1.06
C (-1.79, -1.34, -5.83)  -0.44
C (-1.73, -0.45, -4.77)  0.27
C (-1.24, -0.91, -3.51)  -0.28
O (-1.21, -0.22, -2.40)  -0.30
C (-2.23, 0.96, -5.10)  2.71
C (-1.99, 2.01, -4.01)  -1.61
C (-1.51, 1.48, -6.36)  -2.03
C (-3.74, 0.89, -5.39)  -1.64
C (-1.46, -3.63, -6.96)  1.91
C (-2.19, -3.04, -8.17)  -2.11
C (-2.23, -4.89, -6.50)  -1.70
C (-0.05, -4.02, -7.41)  -1.66
C (1.88, -2.92, -0.95)  -2.45
C (1.14, -3.58, 0.18)  0.97
C (1.03, -4.95, 0.18)  -0.53
C (0.50, -5.63, 1.27)  -0.91
C (0.19, -4.86, 2.39)  -0.29
C (0.30, -3.48, 2.43)  -0.37
C (0.68, -2.79, 1.25)  0.12
O (0.66, -1.49, 1.09)  -1.25
C (0.26, -2.78, 3.79)  2.74
C (-0.38, -3.61, 4.91)  -2.48
C (1.73, -2.52, 4.15)  -1.52
C (-0.49, -1.44, 3.74)  -1.51
C (0.33, -7.14, 1.21)  2.26
C (-0.84, -7.44, 0.25)  -1.65
C (0.04, -7.78, 2.57)  -2.16
C (1.60, -7.80, 0.66)  -1.70
H (3.61, 2.22, -1.96)  0.35
H (3.32, 1.38, -0.42)  -0.07
H (2.23, 2.66, -0.93)  0.26
H (2.09, 1.84, -3.83)  0.28
H (0.80, 2.37, -2.73)  0.38
H (0.65, 0.83, -3.56)  0.30
H (3.38, -0.62, -1.53)  0.49
H (3.46, -0.02, -3.20)  0.53
H (2.58, -2.26, -3.24)  0.31
H (1.27, -1.16, -3.66)  0.30
H (-0.79, -2.83, -1.44)  0.22
H (0.25, -3.81, -2.48)  0.38
H (-0.36, -4.06, -4.51)  0.64
H (-2.19, -0.97, -6.76)  0.41
H (-1.01, 2.46, -4.13)  0.23
H (-2.05, 1.56, -3.03)  -0.40
H (-2.74, 2.80, -4.08)  0.68
H (-0.43, 1.36, -6.26)  0.37
H (-1.72, 2.54, -6.49)  0.53
H (-1.82, 0.97, -7.27)  0.37
H (-4.28, 0.69, -4.47)  0.24
H (-3.96, 0.11, -6.10)  0.27
H (-4.09, 1.84, -5.80)  0.52
H (-3.20, -2.74, -7.91)  0.39
H (-2.25, -3.79, -8.96)  0.45
H (-1.65, -2.19, -8.56)  0.37
H (-3.22, -4.62, -6.14)  0.37
H (-1.70, -5.40, -5.70)  0.31
H (-2.33, -5.59, -7.33)  0.47
H (0.49, -3.14, -7.76)  0.35
H (-0.11, -4.74, -8.23)  0.46
H (0.52, -4.47, -6.60)  0.31
H (2.73, -2.36, -0.53)  0.81
H (2.30, -3.71, -1.60)  0.42
H (1.38, -5.50, -0.69)  0.19
H (-0.13, -5.38, 3.27)  0.56
H (0.20, -4.51, 5.12)  0.44
H (-1.40, -3.89, 4.66)  0.43
H (-0.40, -3.02, 5.82)  0.48
H (2.26, -3.47, 4.26)  0.36
H (1.82, -1.98, 5.09)  0.46
H (2.20, -1.95, 3.36)  0.06
H (-1.55, -1.60, 3.57)  0.34
H (-0.09, -0.81, 2.95)  0.02
H (-0.37, -0.92, 4.70)  0.52
H (-1.76, -7.02, 0.64)  0.33
H (-0.97, -8.51, 0.13)  0.46
H (-0.65, -7.00, -0.72)  0.32
H (-0.93, -7.47, 2.96)  0.35
H (0.81, -7.51, 3.29)  0.44
H (0.04, -8.86, 2.47)  0.44
H (1.80, -7.51, -0.36)  0.34
H (1.51, -8.88, 0.69)  0.46
H (2.46, -7.51, 1.27)  0.39
C (-3.46, 2.17, 2.14)  -1.04
C (-2.11, 2.66, 2.52)  0.61
N (-1.03, 1.97, 2.44)  0.07
C (0.05, 2.63, 2.95)  -0.16
C (-0.23, 3.88, 3.43)  -0.51
S (-1.90, 4.25, 3.22)  -0.24
C (1.32, 1.94, 3.09)  -0.27
C (2.06, 1.93, 4.24)  -0.48
S (3.42, 0.90, 4.07)  -0.19
C (2.90, 0.56, 2.43)  0.36
N (1.83, 1.18, 2.08)  0.20
C (3.66, -0.38, 1.58)  -0.94
H (-3.38, 1.13, 1.84)  0.14
H (-3.86, 2.76, 1.31)  0.13
H (-4.14, 2.26, 2.98)  0.53
H (0.43, 4.59, 3.87)  0.54
H (1.85, 2.42, 5.17)  0.53
H (4.21, -1.09, 2.20)  0.55
H (4.38, 0.15, 0.96)  0.50
H (2.94, -0.90, 0.96)  -0.13
C (-6.82, 5.09, -3.64)  -1.63
C (-5.81, 4.28, -2.89)  0.68
C (-6.01, 2.92, -2.68)  -1.00
C (-5.09, 2.14, -1.99)  0.47
C (-5.42, 0.69, -1.78)  -1.80
C (-3.89, 2.73, -1.53)  0.92
C (-2.87, 1.85, -0.96)  -0.28
O (-1.79, 2.17, -0.49)  -0.51
C (-3.67, 4.10, -1.75)  1.36
C (-2.41, 4.79, -1.33)  -1.42
C (-4.64, 4.85, -2.41)  -0.92
H (-7.48, 4.45, -4.22)  0.39
H (-6.33, 5.80, -4.31)  0.39
H (-7.43, 5.67, -2.94)  0.32
H (-6.90, 2.46, -3.07)  0.34
H (-6.37, 0.45, -2.23)  0.41
H (-5.48, 0.45, -0.71)  0.39
H (-4.67, 0.05, -2.23)  0.32
H (-3.14, 0.78, -0.97)  0.47
H (-1.55, 4.17, -1.53)  0.03
H (-2.42, 5.00, -0.26)  0.29
H (-2.32, 5.74, -1.86)  0.42
H (-4.47, 5.90, -2.56)  0.44